Record 1
The following is a quantum chemistry calculation of a molecular structure, C35H47As3BrN4O2SY, from the OMol25 dataset.

The geometry in XYZ format:
```
94
Properties=species:S:1:pos:R:3
Y 0.395 0.887 -0.675
O 1.367 3.044 -1.679
C 0.790 3.980 -2.543
C 1.582 4.772 -3.347
C 0.978 5.698 -4.191
C -0.400 5.814 -4.226
C -1.179 5.002 -3.412
C -0.598 4.080 -2.557
C -1.409 3.160 -1.680
O -1.031 1.857 -1.855
N -1.178 3.543 -0.251
N -0.953 2.530 0.620
C -1.268 2.684 1.852
C -0.969 1.713 2.882
Br 0.272 0.334 2.390
C -1.433 1.717 4.136
C -2.452 2.628 4.666
C -3.575 3.000 3.922
C -4.519 3.855 4.467
C -4.350 4.348 5.753
C -3.247 3.967 6.507
C -2.310 3.101 5.973
H 2.319 3.192 -1.632
H 2.662 4.676 -3.321
H 1.596 6.324 -4.820
H -0.869 6.532 -4.885
H -2.259 5.082 -3.441
H -2.479 3.286 -1.898
H -1.744 4.306 0.105
H -1.784 3.581 2.191
H -1.023 0.997 4.836
H -3.736 2.580 2.936
H -5.397 4.127 3.896
H -5.088 5.015 6.177
H -3.125 4.338 7.515
H -1.457 2.793 6.565
C -2.893 -1.166 -2.039
As -1.949 -0.845 -0.368
C -3.352 0.082 0.613
C -2.015 -2.557 0.580
C -0.953 -3.634 0.273
C -0.907 -3.905 -1.227
C 0.425 -3.232 0.822
As 1.522 -1.900 -0.117
C 3.016 -1.869 1.137
C 2.339 -2.935 -1.552
C -1.404 -4.890 1.051
As -0.606 -6.720 0.943
C 1.248 -6.485 0.321
C -1.354 -7.298 -0.777
H -3.824 -1.697 -1.842
H -2.287 -1.750 -2.727
H -3.110 -0.197 -2.486
H -4.269 -0.506 0.590
H -3.532 1.053 0.155
H -3.039 0.218 1.648
H -3.009 -2.970 0.392
H -1.979 -2.304 1.645
H -0.630 -3.007 -1.790
H -1.883 -4.233 -1.591
H -0.183 -4.681 -1.471
H 1.067 -4.111 0.874
H 0.316 -2.866 1.847
H 3.307 -2.886 1.400
H 2.742 -1.337 2.048
H 3.864 -1.365 0.674
H 2.617 -3.924 -1.188
H 3.237 -2.420 -1.893
H 1.649 -3.041 -2.386
H -2.451 -5.095 0.805
H -1.397 -4.646 2.117
H 1.884 -6.104 1.120
H 1.357 -5.870 -0.572
H 1.597 -7.490 0.082
H -2.442 -7.282 -0.715
H -1.046 -8.331 -0.937
H -1.030 -6.700 -1.625
N 0.281 -0.481 -4.257
C 0.434 -0.229 -3.144
H 0.134 -0.692 -5.227
S 4.840 2.070 1.453
C 3.163 1.927 1.189
N 2.787 1.390 0.062
C 3.904 1.053 -0.703
C 3.875 0.474 -1.976
C 5.073 0.189 -2.595
C 6.295 0.473 -1.968
C 6.340 1.052 -0.718
C 5.127 1.343 -0.092
H 2.460 2.270 1.935
H 2.934 0.257 -2.468
H 5.077 -0.256 -3.580
H 7.219 0.238 -2.479
H 7.284 1.276 -0.242
```

Properties
- E_HOMO: -12.32 eV
- Orbital gap: 7.141 eV
- Total charge: +2
- Energy relative to the best compared isomer or geometry (same formula, charge and spin): 7.0 kJ/mol

***

Record 2
The following is a quantum chemistry calculation of a molecular structure, C35H47CdN8, from the OMol25 dataset.

The geometry in XYZ format:
```
91
Properties=species:S:1:pos:R:3
Cd 0.329 -0.657 0.560
C 0.847 -1.659 -2.782
C 1.771 -2.646 -2.052
C 3.115 -2.028 -1.763
C 4.041 -1.919 -2.793
C 5.271 -1.324 -2.579
C 5.582 -0.847 -1.316
C 4.684 -0.935 -0.259
C 5.073 -0.335 1.075
C 4.316 0.954 1.418
C 3.430 -1.531 -0.492
N 2.432 -1.536 0.516
C 2.651 -2.071 1.684
C 1.749 -1.908 2.756
C 1.879 -2.262 4.107
C 0.746 -1.777 4.748
C -0.034 -1.160 3.762
N 0.560 -1.234 2.565
H -0.088 -2.130 -3.084
H 1.341 -1.285 -3.679
H 0.602 -0.795 -2.153
H 1.909 -3.533 -2.673
H 1.317 -2.972 -1.118
H 3.799 -2.326 -3.769
H 5.980 -1.230 -3.390
H 6.550 -0.393 -1.140
H 6.140 -0.112 1.052
H 4.929 -1.054 1.881
H 4.512 1.720 0.666
H 4.650 1.330 2.384
H 3.239 0.785 1.470
H 3.555 -2.649 1.865
H 2.718 -2.785 4.540
H 0.498 -1.859 5.793
H -0.997 -0.686 3.889
C -5.121 -1.755 -1.079
N -3.906 -0.955 -1.065
C -4.118 0.474 -1.160
C -2.731 -1.465 -0.598
N -1.919 -0.816 0.207
C -2.482 -0.072 1.283
C -3.536 -0.648 1.969
C -4.110 -0.062 3.102
C -3.593 1.099 3.593
C -2.479 1.706 2.971
C -1.910 2.851 3.576
C -0.800 3.438 3.049
C -0.256 2.936 1.860
C -0.803 1.855 1.204
N -0.186 1.439 -0.011
C 0.034 2.326 -0.955
N -0.697 3.464 -1.136
C -2.067 3.624 -0.688
C -0.060 4.711 -1.532
N 1.017 2.112 -1.872
C 2.244 1.405 -1.531
C 0.871 2.508 -3.264
C -1.915 1.153 1.779
N -2.392 -2.691 -1.066
C -2.832 -3.173 -2.365
C -1.647 -3.630 -0.240
H -5.873 -1.273 -0.447
H -4.931 -2.745 -0.671
H -5.532 -1.850 -2.086
H -4.759 0.673 -2.020
H -3.161 0.964 -1.318
H -4.594 0.889 -0.266
H -3.906 -1.610 1.636
H -4.936 -0.554 3.598
H -4.002 1.566 4.479
H -2.360 3.225 4.487
H -0.336 4.286 3.536
H 0.621 3.407 1.433
H -2.523 2.658 -0.505
H -2.628 4.138 -1.471
H -2.131 4.212 0.231
H 1.011 4.576 -1.649
H -0.230 5.459 -0.752
H -0.479 5.091 -2.466
H 2.922 2.055 -0.974
H 2.744 1.100 -2.448
H 2.064 0.513 -0.939
H 1.615 3.253 -3.556
H -0.120 2.915 -3.439
H 0.997 1.630 -3.902
H -3.861 -3.538 -2.374
H -2.188 -3.999 -2.661
H -2.743 -2.381 -3.109
H -2.230 -4.544 -0.103
H -1.454 -3.192 0.737
H -0.698 -3.903 -0.703
```

Properties
- E_HOMO: -9.93 eV
- Orbital gap: 7.999 eV
- Total charge: +1

***

Record 3
The following is a quantum chemistry calculation of 3 unconnected molecules or ions with the total composition C35H47F5N2S, from the OMol25 dataset.

The geometry in XYZ format:
```
90
Properties=species:S:1:pos:R:3
C 0.152 -4.072 2.871
N 0.453 -4.707 1.597
C 0.945 -3.796 0.586
C -0.057 -2.832 -0.037
C -1.415 -3.000 0.214
C -2.386 -2.181 -0.354
C -1.996 -1.159 -1.211
C -0.643 -0.938 -1.426
C 0.322 -1.763 -0.867
C 1.759 -1.374 -1.106
F 1.870 -0.758 -2.340
F 2.558 -2.493 -1.202
C 2.348 -0.454 -0.063
C 3.314 0.480 -0.426
C 3.881 1.305 0.534
C 3.492 1.201 1.861
C 2.523 0.267 2.216
C 2.094 0.187 3.646
F 1.286 1.226 3.988
F 3.148 0.249 4.497
F 1.412 -0.953 3.921
C 1.949 -0.555 1.262
S -3.192 -0.203 -2.068
C -4.446 -0.190 -0.831
C -5.314 0.891 -0.718
C -6.354 0.865 0.198
C -6.535 -0.228 1.043
C -7.657 -0.257 2.039
C -5.644 -1.292 0.941
C -4.608 -1.287 0.013
N -3.751 -2.410 -0.091
H 1.085 -3.796 3.357
H -0.359 -4.774 3.523
H -0.470 -3.175 2.787
H -0.339 -5.234 1.261
H 1.757 -3.233 1.042
H 1.398 -4.372 -0.216
H -1.740 -3.794 0.871
H -0.353 -0.116 -2.062
H 3.627 0.565 -1.453
H 4.629 2.028 0.250
H 3.933 1.827 2.622
H 1.183 -1.257 1.561
H -5.165 1.741 -1.366
H -7.025 1.709 0.259
H -7.648 0.648 2.642
H -7.568 -1.104 2.711
H -8.618 -0.305 1.534
H -5.776 -2.144 1.594
H -3.843 -2.975 0.742
C 0.826 -3.094 -4.501
C 0.342 -2.002 -5.452
C -1.178 -1.849 -5.467
C -1.946 -3.096 -5.907
C -1.578 -3.615 -7.296
C -1.854 -2.614 -8.414
H 0.455 -4.077 -4.795
H 1.916 -3.146 -4.482
H 0.485 -2.897 -3.482
H 0.711 -2.207 -6.461
H 0.784 -1.047 -5.155
H -1.451 -1.005 -6.106
H -1.509 -1.580 -4.459
H -3.016 -2.869 -5.884
H -1.794 -3.895 -5.177
H -2.146 -4.529 -7.486
H -0.524 -3.905 -7.319
H -2.908 -2.330 -8.429
H -1.608 -3.036 -9.389
H -1.265 -1.704 -8.295
C 5.212 7.218 3.670
C 4.053 7.018 4.642
C 3.992 5.614 5.241
C 3.799 4.491 4.221
C 2.552 4.626 3.349
C 1.246 4.608 4.135
H 5.135 6.554 2.808
H 5.237 8.241 3.293
H 6.168 7.019 4.160
H 3.111 7.249 4.138
H 4.143 7.739 5.459
H 3.188 5.577 5.981
H 4.918 5.425 5.794
H 3.751 3.539 4.760
H 4.681 4.428 3.576
H 2.539 3.800 2.632
H 2.608 5.539 2.749
H 1.155 3.693 4.721
H 0.391 4.654 3.459
H 1.166 5.455 4.818
```

Properties
- E_HOMO: -7.71 eV
- SMILES string: CNCc1cc2c(cc1C(F)(F)c1cccc(C(F)(F)F)c1)Sc1ccc(C)cc1N2.CCCCCC.CCCCCC
- Orbital gap: 8.212 eV
- Energy relative to the best compared isomer or geometry (same formula, charge and spin): 0.0 kJ/mol

***

Record 4
The following is a quantum chemistry calculation of a molecular structure, C35H48BCl2N2O2P2Ti, from the OMol25 dataset.

The geometry in XYZ format:
```
93
Properties=species:S:1:pos:R:3
Ti 1.059 -0.100 0.248
C 2.711 -0.502 4.299
C 2.973 0.983 4.036
C 1.828 1.835 4.569
C 3.306 1.250 2.577
C 4.440 0.652 2.017
C 4.852 0.937 0.729
C 4.156 1.851 -0.064
C 4.641 2.210 -1.441
C 3.037 2.461 0.491
C 2.609 2.165 1.789
H 2.485 -0.666 5.353
H 3.574 -1.121 4.045
H 1.856 -0.859 3.720
H 3.878 1.257 4.590
H 0.894 1.634 4.040
H 2.050 2.901 4.491
H 1.658 1.609 5.622
H 5.028 -0.028 2.624
H 5.762 0.488 0.345
H 5.721 2.354 -1.449
H 4.178 3.129 -1.797
H 4.416 1.422 -2.164
H 2.524 3.235 -0.065
H 1.768 2.710 2.194
C -2.439 -1.596 0.147
P -0.923 -1.567 -0.874
C -1.524 -0.684 -2.374
N -2.324 -1.315 -3.199
C -2.717 -0.669 -4.325
C -3.577 -1.318 -5.238
C -3.954 -0.673 -6.380
C -3.492 0.635 -6.660
C -2.662 1.285 -5.793
C -2.263 0.642 -4.601
N -1.461 1.291 -3.722
C -1.111 0.656 -2.630
P -0.105 1.575 -1.402
C 0.998 2.522 -2.508
C -1.278 2.843 -0.705
C -1.729 3.869 -1.745
C -2.485 2.116 -0.114
C -0.536 3.551 0.435
C -0.731 -3.351 -1.398
C 0.082 -3.414 -2.693
C 0.048 -4.044 -0.275
C -2.064 -4.083 -1.581
H -3.311 -1.832 -0.462
H -2.579 -0.630 0.628
H -2.326 -2.344 0.932
H -3.909 -2.319 -4.998
H -4.613 -1.157 -7.089
H -3.810 1.116 -7.575
H -2.298 2.286 -5.983
H 0.454 2.905 -3.369
H 1.812 1.885 -2.855
H 1.436 3.358 -1.963
H -2.192 3.402 -2.612
H -0.899 4.487 -2.090
H -2.461 4.535 -1.283
H -3.051 1.566 -0.869
H -3.157 2.851 0.333
H -2.177 1.433 0.680
H 0.367 4.060 0.089
H -0.270 2.847 1.227
H -1.189 4.311 0.869
H 0.991 -2.811 -2.633
H -0.499 -3.071 -3.549
H 0.380 -4.448 -2.880
H 1.063 -3.656 -0.190
H 0.110 -5.112 -0.496
H -0.431 -3.925 0.700
H -2.703 -3.590 -2.309
H -2.604 -4.175 -0.638
H -1.857 -5.097 -1.933
O -1.017 0.484 3.039
B -0.272 -0.293 2.146
O -0.359 -1.648 2.562
C -1.125 -1.665 3.703
C -1.490 -2.734 4.493
C -2.284 -2.446 5.601
C -2.685 -1.147 5.890
C -2.312 -0.074 5.085
C -1.527 -0.369 3.992
H -1.172 -3.742 4.266
H -2.592 -3.254 6.252
H -3.299 -0.966 6.762
H -2.620 0.940 5.302
Cl 2.746 -2.030 1.139
C 3.594 -2.111 -0.410
Cl 2.871 -0.966 -1.582
H 3.482 -3.107 -0.821
H 4.627 -1.820 -0.262
```

Properties
- E_HOMO (spin up / spin down): -10.01 / -10.54 eV
- Orbital gap (spin up / spin down): 6.931 / 7.376 eV
- Total charge: +1
- Energy relative to the best compared isomer or geometry (same formula, charge and spin): 41.4 kJ/mol
- 2S+1: 3

***

Record 5
The following is a quantum chemistry calculation of a molecular structure, C35H48HgN2O2SSe at a distorted geometry, from the OMol25 dataset.

The geometry in XYZ format:
```
90
Properties=species:S:1:pos:R:3
Hg 2.408 -0.269 3.191
C -4.139 -4.128 -0.932
C -2.805 -4.287 -1.663
C -2.502 -5.790 -1.764
C -2.951 -3.695 -3.072
C -1.657 -3.600 -0.939
C -1.804 -2.857 0.220
C -0.686 -2.370 0.868
Se -0.697 -1.303 2.451
C -1.812 0.167 1.940
C -3.127 0.079 1.545
C -3.818 1.215 1.144
C -3.108 2.422 1.111
C -1.802 2.557 1.517
C -1.096 1.410 2.031
O 0.061 1.439 2.517
C -1.048 3.878 1.420
C -1.909 5.033 0.888
C -0.507 4.266 2.803
C 0.132 3.672 0.458
C -5.296 1.114 0.782
C -6.080 0.624 2.010
C -5.893 2.457 0.348
C -5.473 0.116 -0.372
C 0.662 -2.644 0.446
O 1.624 -2.324 1.180
C 0.777 -3.288 -0.844
C -0.359 -3.739 -1.461
C 2.150 -3.397 -1.487
C 3.137 -4.089 -0.539
C 2.137 -4.160 -2.818
C 2.636 -1.970 -1.766
H -4.923 -4.659 -1.471
H -4.422 -3.081 -0.871
H -4.079 -4.541 0.073
H -3.315 -6.318 -2.263
H -2.378 -6.211 -0.768
H -1.588 -5.974 -2.320
H -3.782 -4.160 -3.600
H -2.048 -3.844 -3.657
H -3.135 -2.625 -3.005
H -2.776 -2.683 0.653
H -3.624 -0.880 1.575
H -3.616 3.299 0.744
H -2.755 5.232 1.545
H -2.278 4.823 -0.115
H -1.306 5.938 0.835
H -1.327 4.419 3.503
H 0.078 5.184 2.742
H 0.122 3.462 3.175
H -0.232 3.471 -0.548
H 0.721 2.819 0.783
H 0.765 4.561 0.424
H -5.962 1.326 2.833
H -5.717 -0.345 2.341
H -7.142 0.532 1.784
H -5.822 3.192 1.148
H -6.947 2.331 0.100
H -5.384 2.841 -0.533
H -5.118 -0.871 -0.089
H -4.904 0.444 -1.239
H -6.523 0.034 -0.653
H -0.267 -4.236 -2.414
H 2.808 -5.102 -0.315
H 3.197 -3.528 0.389
H 4.125 -4.130 -0.998
H 1.789 -5.184 -2.686
H 3.150 -4.194 -3.216
H 1.510 -3.655 -3.552
H 2.653 -1.399 -0.844
H 1.969 -1.472 -2.467
H 3.640 -1.982 -2.188
N 3.924 3.259 1.167
C 4.254 2.010 0.737
S 3.142 0.963 0.144
N 5.588 1.655 0.784
C 6.671 2.403 0.344
C 7.944 1.832 0.418
C 9.041 2.496 -0.094
C 8.893 3.741 -0.690
C 7.635 4.319 -0.744
C 6.533 3.667 -0.225
H 2.935 3.389 1.332
H 4.547 3.704 1.824
H 5.730 0.653 0.749
H 8.047 0.856 0.869
H 10.017 2.035 -0.042
H 9.746 4.256 -1.108
H 7.497 5.282 -1.215
H 5.551 4.108 -0.295
```

Properties
- E_HOMO (spin up / spin down): -3.57 / -3.54 eV
- Orbital gap (spin up / spin down): 5.968 / 4.303 eV
- Total charge: -1
- Energy relative to the best compared isomer or geometry (same formula, charge and spin): 36.1 kJ/mol
- 2S+1: 2

***

Number 1: E_tot -11448.83806 hartree. Number 2: E_tot -1967.52195 hartree. Number 3: E_tot -2368.96175 hartree. Number 4: E_tot -4099.79486 hartree. Number 5: E_tot -4575.56973 hartree.